Entry from the OMol25 dataset: 9 unconnected molecules or ions with the total composition C37H46N9O6P in a non-equilibrium geometry (wB97M-V/def2-TZVPD).

Each line ends with the Mulliken charge.
CARTESIAN COORDINATES (ANGSTROEM)
1 N -3.386 0.219 2.427  -0.6704
2 C -2.382 0.790 1.387  -0.0020
3 C -0.962 0.478 2.101  0.2799
4 C -0.025 1.411 2.865  -0.1151
5 P -0.109 3.283 3.030  1.0521
6 O -1.370 3.980 2.314  -0.6391
7 O 1.249 3.789 1.977  -0.5257
8 O 0.299 3.983 4.563  -0.4875
9 C 0.913 0.310 3.560  0.1425
10 O 1.073 0.465 4.848  -0.5236
11 O 1.016 -1.050 3.034  -0.2109
12 C -0.039 -0.843 2.048  0.3516
13 O 0.130 -1.360 0.858  -0.4809
14 H -2.970 0.498 3.353  0.2858
15 H -3.241 -0.838 2.406  0.3757
16 H -2.620 0.211 0.408  0.2889
17 H -2.679 1.936 1.370  0.1739
18 H 1.362 3.058 1.289  0.3367
19 H -0.544 4.477 4.822  0.3714
20 N -2.842 3.700 -1.407  0.1362
21 C -3.448 2.490 -1.622  -0.3795
22 C -3.834 2.435 -2.943  -0.9132
23 C -3.441 3.653 -3.547  -0.5419
24 C -2.829 4.414 -2.577  -0.7468
25 H -2.463 4.017 -0.524  0.1973
26 H -3.554 1.774 -0.818  0.3749
27 H -4.342 1.607 -3.419  0.8307
28 H -3.589 3.943 -4.580  0.4480
29 H -2.387 5.401 -2.619  0.5695
30 N -5.509 -1.613 3.794  0.1554
31 C -5.979 -1.045 4.950  -0.2951
32 C -7.181 -1.641 5.258  -0.5491
33 C -7.443 -2.606 4.257  -0.5748
34 C -6.393 -2.570 3.367  -0.3387
35 H -4.644 -1.366 3.330  0.1834
36 H -5.419 -0.267 5.452  0.3057
37 H -7.802 -1.406 6.113  0.3781
38 H -8.305 -3.258 4.192  0.3756
39 H -6.200 -3.140 2.469  0.3378
40 N 0.437 -3.182 5.331  0.0610
41 C -0.367 -4.178 4.841  -0.6188
42 C 0.183 -5.387 5.204  -0.3018
43 C 1.358 -5.111 5.944  -0.7102
44 C 1.489 -3.742 6.010  -0.4722
45 H 0.279 -2.190 5.212  0.2151
46 H -1.259 -3.942 4.276  0.4394
47 H -0.219 -6.363 4.963  0.3722
48 H 2.034 -5.833 6.383  0.6082
49 H 2.239 -3.119 6.479  0.4214
50 N -2.500 -0.299 -4.829  0.1675
51 C -2.826 -1.566 -4.421  -0.4041
52 C -2.580 -2.427 -5.468  -0.5469
53 C -2.081 -1.652 -6.542  -0.4130
54 C -2.040 -0.342 -6.119  -0.5229
55 H -2.584 0.537 -4.266  0.2350
56 H -3.206 -1.746 -3.425  0.3749
57 H -2.740 -3.497 -5.457  0.3892
58 H -1.784 -2.011 -7.519  0.3907
59 H -1.724 0.560 -6.625  0.3654
60 N 0.756 6.318 -3.327  0.0604
61 C 0.727 5.567 -2.181  -0.9443
62 C 1.713 6.034 -1.341  -0.2275
63 C 2.355 7.109 -2.001  -0.6741
64 C 1.742 7.265 -3.224  -0.5003
65 H 0.144 6.194 -4.123  0.2323
66 H 0.011 4.765 -2.062  0.7820
67 H 1.944 5.644 -0.358  0.4781
68 H 3.175 7.706 -1.624  0.3923
69 H 1.923 7.965 -4.028  0.4107
70 N 2.109 2.288 -2.393  0.3691
71 C 1.304 1.292 -2.883  -0.6845
72 C 1.854 0.083 -2.520  -0.6013
73 C 3.029 0.360 -1.780  -0.2099
74 C 3.160 1.729 -1.714  -1.2439
75 H 1.951 3.280 -2.512  0.1699
76 H 0.412 1.529 -3.448  0.6463
77 H 1.453 -0.892 -2.761  0.5109
78 H 3.706 -0.362 -1.341  0.4884
79 H 3.910 2.351 -1.245  0.5173
80 N 2.953 -6.839 3.648  0.1005
81 C 2.653 -8.173 3.746  -0.2728
82 C 3.069 -8.789 2.587  -0.5796
83 C 3.645 -7.792 1.763  -0.3862
84 C 3.563 -6.599 2.445  -0.5389
85 H 2.757 -6.141 4.354  0.1785
86 H 2.170 -8.568 4.629  0.3510
87 H 2.969 -9.842 2.359  0.3870
88 H 4.074 -7.931 0.779  0.3810
89 H 3.885 -5.601 2.176  0.3670
90 N 6.228 2.222 -3.977  0.0158
91 C 7.178 1.995 -4.939  -0.4949
92 C 6.604 1.232 -5.932  -0.4302
93 C 5.259 0.997 -5.558  -0.5459
94 C 5.053 1.622 -4.349  -0.1855
95 H 6.371 2.751 -3.127  0.2089
96 H 8.178 2.393 -4.834  0.3818
97 H 7.099 0.885 -6.829  0.3834
98 H 4.520 0.432 -6.112  0.3930
99 H 4.174 1.689 -3.722  0.3073

HOMO energy: -7.962 eV
E: -74093.4398 eV
frontier orbital gap: 5.176 eV
SMILES: NCC1=C(P(=O)(O)O)C(=O)OC1=O.c1cc[nH]c1.c1cc[nH]c1.c1cc[nH]c1.c1cc[nH]c1.c1cc[nH]c1.c1cc[nH]c1.c1cc[nH]c1.c1cc[nH]c1
LUMO: -2.79 eV